No. 1
Density functional theory data (wB97M-V/def2-TZVPD) for C35H56IrN6Sb as an isolated structure.

Results
- E_HOMO (spin up / spin down): -17.558 / -18.279 eV
- Total charge: +4
- Energy above the lowest of the compared OMol25 structures with the same formula, charge and spin: 3.8 kcal per mole
- HOMO-LUMO gap (spin up / spin down): 8.102 / 5.354 eV
- 2S+1: 5

XYZ file:
```
99
C35H56IrN6Sb wB97M-V/def2-TZVPD
H 2.977 3.039 -2.909
C -2.052 -0.615 2.952
H 5.890 0.907 0.470
C -4.711 1.975 3.749
H -3.717 0.407 4.816
C -2.814 1.744 -1.776
H 3.526 -3.488 0.431
H 5.383 -0.049 2.499
N 1.588 -2.768 0.131
H 1.264 -0.280 -2.507
C 2.053 3.008 -2.329
H 2.148 4.432 -0.698
H -2.412 4.768 -0.420
H 4.738 1.534 2.732
H 3.101 -3.245 -1.259
C 1.629 1.855 2.512
N 1.888 0.430 -2.122
H -4.686 -4.044 -0.568
H 1.787 -3.201 2.168
C -2.558 -1.434 -0.693
H 4.527 1.988 0.476
N 1.779 -5.605 0.821
C 4.589 0.618 2.158
H 3.312 -1.120 2.291
H -5.581 3.444 2.444
H -4.172 3.753 -4.755
H 5.312 0.209 -2.044
Ir 1.791 0.177 -0.017
C -3.030 0.520 2.792
H -3.002 4.908 -2.937
H -5.751 -2.157 0.303
H -2.266 -1.188 3.852
C 2.378 -5.079 -0.458
C -1.558 -2.012 -1.482
C 2.082 2.914 1.524
C -2.602 3.131 -1.810
C -1.854 3.889 -0.744
H 1.214 1.633 -3.713
H -4.634 -1.484 1.482
H 2.492 -5.631 1.555
H 2.046 2.054 3.501
C 2.720 -3.600 -0.301
H -0.940 -3.738 -2.608
H 4.389 -0.835 -0.208
H 3.267 -0.056 3.688
C -3.787 3.180 -3.922
C -2.804 -4.049 -1.579
C 1.299 1.720 -2.627
H 0.282 1.759 -2.229
H -1.664 3.293 0.155
H -2.088 -1.308 2.105
H 3.440 3.272 -0.678
H 3.258 -5.677 -0.689
H 1.290 -0.135 2.499
H 0.541 1.876 2.605
H 1.667 3.881 1.820
H -0.710 -1.409 -1.802
H -0.169 -4.897 0.514
H -5.094 -0.544 0.063
H 0.160 -2.725 1.678
C -4.862 2.642 2.540
C -1.678 -3.315 -1.937
H 1.483 -6.577 0.690
H -1.027 -0.236 3.049
H 0.251 -5.168 2.216
C 2.373 3.376 -0.868
C -3.798 -3.470 -0.805
H 1.632 -5.242 -1.236
H 1.432 3.791 -2.768
C 1.033 -3.309 1.381
N 1.675 2.556 0.147
C -3.956 1.799 -3.894
H 3.395 0.523 -3.630
N 1.998 0.468 2.082
H 0.675 2.737 0.062
H 4.403 1.660 -1.689
H 3.300 -0.989 -2.743
C -3.209 1.191 1.573
C -3.120 3.832 -2.894
C 0.609 -4.769 1.268
N 4.079 0.129 -0.302
H -3.586 0.000 -2.803
H 3.165 3.026 1.543
H -2.930 -5.063 -1.935
H -0.899 4.256 -1.132
C 3.299 -0.071 2.596
Sb -2.212 0.575 -0.156
C 4.344 0.573 -1.694
H -4.486 1.297 -4.692
C -4.855 -1.550 0.415
H -4.234 2.767 0.502
C 3.253 0.096 -2.635
C -3.809 0.922 3.868
H 0.850 -2.822 -0.571
C -4.097 2.263 1.451
C 4.818 0.960 0.679
C -3.712 -2.151 -0.353
H -5.297 2.276 4.607
C -3.450 1.075 -2.831
```

No. 2
Density functional theory data (wB97M-V/def2-TZVPD) for C35H57BBr16NO4P2S2 as an isolated structure in a non-equilibrium geometry.

Results
- E_HOMO: -9.339 eV
- Total charge: +1
- HOMO-LUMO gap: 4.523 eV

XYZ file:
```
118
C35H57BBr16NO4P2S2 wB97M-V/def2-TZVPD
C -4.229 -1.931 -0.750
H 11.081 -6.432 -5.402
C -5.647 -1.299 -5.338
C -11.488 3.249 4.136
H -1.817 -1.879 -1.032
C 0.719 0.330 2.692
Br -4.948 -2.143 -3.724
C -2.235 -1.758 1.393
H 4.637 -5.427 -1.603
C -3.432 -1.737 2.514
H -0.081 -2.924 -3.081
H 2.168 -2.000 1.971
P 3.254 4.670 1.631
H 5.246 -3.060 -4.813
H -0.639 10.953 1.474
H -6.714 -1.535 -5.384
O 4.511 4.886 2.579
P -1.527 5.061 0.624
C 5.029 -2.661 -3.818
H 7.212 -6.161 -0.040
H -1.087 -3.615 -5.197
H 5.997 0.969 -0.325
H 6.236 -1.834 3.485
Br 7.316 -7.017 -5.884
H -4.429 -2.027 -1.909
H 3.988 -0.473 -1.088
Br -10.530 0.908 5.487
C -7.301 1.326 3.099
H -7.860 3.405 3.001
H -5.907 -1.828 2.749
Br -1.170 7.161 1.767
H 0.447 9.565 1.210
H -0.130 -1.107 0.796
S 0.189 5.123 -0.317
H -6.531 -2.022 -0.030
C -2.681 -1.849 -0.217
H -1.032 -0.813 3.846
H 0.588 -1.750 3.630
C 2.925 1.577 1.906
Br -9.948 4.406 4.445
H 6.594 -7.159 -1.381
O 0.633 5.679 3.468
Br 3.116 -2.285 -3.760
S -1.892 1.911 3.445
H -5.537 0.604 -6.342
H 9.387 -8.180 -5.198
C -0.172 -1.012 3.081
H 6.881 -1.700 -3.279
H 0.061 -4.701 -3.104
H 4.083 1.013 -2.251
Br -2.301 -5.677 -4.577
Br 0.147 10.062 3.641
H -11.273 2.665 3.237
C 2.910 -1.079 1.992
H 5.187 -3.448 -3.075
C 9.229 -7.394 -5.942
C 3.863 0.713 -1.120
Br -6.572 1.147 -4.165
H -12.318 3.930 3.932
C -11.783 2.397 5.349
C -5.358 0.184 -5.349
Br -5.596 3.358 2.012
C 5.187 -2.234 3.101
Br 5.907 -0.190 -4.975
C -0.642 -3.863 -3.103
C 4.952 1.521 -0.198
Br 5.146 -4.118 0.465
Br -1.596 -3.921 -1.403
C -0.099 1.775 2.891
C -7.377 2.650 2.375
C -5.006 -1.815 1.967
O -1.395 5.024 2.361
H -3.177 -1.677 3.654
H -0.102 -2.803 1.618
H -2.463 -3.223 -4.135
H 5.444 -0.878 -2.618
H -2.784 1.532 2.413
H 3.729 -0.998 4.359
H -2.405 4.002 0.116
H -7.899 2.592 1.416
Br 10.107 -4.922 -7.099
O 5.657 1.773 2.389
C -0.415 9.927 1.778
C 0.680 3.220 2.589
N 2.179 0.266 2.191
H -11.728 2.949 6.291
B 4.526 1.635 1.409
Br -6.836 -0.120 1.876
H 2.463 5.879 1.617
H -4.341 0.430 -5.033
H -5.133 -1.799 -6.164
H -2.083 9.165 0.645
H -8.280 1.052 3.503
H 3.688 4.462 0.244
H 4.609 -6.452 -0.145
H -12.769 1.931 5.262
C -0.622 -1.737 1.683
C -1.602 -3.882 -4.270
H 9.446 -7.792 -6.937
C 5.839 -1.433 -3.474
C 10.039 -6.165 -5.597
H -2.213 6.319 0.297
C 5.175 -5.691 -0.689
H -6.563 1.313 3.905
H 9.644 -5.611 -4.742
C 6.590 -6.158 -0.939
C -0.032 4.694 2.803
H 3.471 -1.127 0.939
H 6.492 1.748 1.812
C -5.421 -1.933 0.378
C 3.948 -1.412 3.262
H -2.400 9.244 2.397
H 5.078 2.609 -0.669
C 2.229 3.084 2.068
Br 7.487 -5.023 -2.248
C -1.638 9.051 1.638
H 5.085 -3.257 2.537
H 2.755 1.055 -0.911
```

Number 1: calculated total energy -2038.89411 Ha. Number 2: calculated total energy -44410.51158 Ha.